{
  "formula": "C6H6N2",
  "method": "the ωB97M-V functional and the def2-TZVPD basis",
  "e_tot_ev": -9295.386,
  "homo_ha": -0.34224,
  "smiles": "[H]/N=C1\\N=CC(=C)C1=C",
  "relative_energy_kj_mol": 324.1,
  "orbital_gap_ha": 0.3348,
  "charge": 0,
  "symbols": ["H", "N", "H", "H", "H", "C", "C", "C", "C", "N", "H", "C", "H", "C"],
  "coordinates": [[-2.99887, -0.58470, -0.03502], [2.68692, -0.06254, -0.02523], [1.66978, 1.93181, -0.08538], [-2.49400, 1.21199, -0.06784], [-0.26480, 2.48445, 0.06496], [-2.13993, 0.17383, -0.18480], [0.57852, 1.75788, 0.02759], [-0.93773, -0.17119, -0.04795], [1.37879, -0.42040, -0.14596], [0.77330, -1.86804, -0.15916], [-1.15852, -2.49499, 0.62162], [-0.52695, -1.57110, 0.05713], [3.10570, -0.90430, -0.01910], [0.32779, 0.51731, -0.00087]],
  "forces_ev_per_a": [[1.599, 1.141, -0.647], [-7.182, 1.174, -0.602], [-0.988, 0.969, 0.368], [0.369, -0.421, -0.676], [1.205, -0.215, 0.023], [-6.775, 1.128, 1.265], [0.698, 4.365, -0.183], [3.684, -2.560, 0.745], [4.968, -1.922, 0.590], [-2.283, 3.837, 1.091], [1.257, 2.659, -2.324], [2.402, -4.631, 1.454], [2.710, -3.748, -0.167], [-1.663, -1.777, -0.937]]
}

{
  "formula": "C7H11O",
  "method": "the ωB97M-V functional and the def2-TZVPD basis",
  "e_tot_ev": -9482.971,
  "homo_ha": -0.07803,
  "smiles": "C=CC(=C)CCC[O-]",
  "relative_energy_kj_mol": 12.5,
  "orbital_gap_ha": 0.2056,
  "charge": -1,
  "symbols": ["H", "C", "H", "C", "H", "C", "H", "O", "H", "H", "C", "C", "C", "H", "C", "H", "H", "H", "H"],
  "coordinates": [[-1.40136, -1.42674, 0.05022], [-0.45983, 1.28293, 1.05301], [0.33527, -0.10808, 3.52873], [0.20005, 0.47419, -2.45611], [-0.04767, 1.86531, 1.87684], [1.08464, -0.59441, 2.91789], [0.09219, 1.58476, -2.50536], [0.34681, -0.09671, -3.66249], [1.73233, -1.12758, 1.01544], [0.19546, -1.53797, -0.62740], [-0.07439, 0.04635, 0.76998], [0.99496, -0.57619, 1.58973], [-0.58817, -0.81615, -0.36032], [1.08992, 0.32837, -1.77495], [-0.99979, -0.07750, -1.62608], [-1.61349, -0.73030, -2.24261], [-1.66033, 0.75604, -1.36521], [1.95580, -1.08645, 3.34548], [-1.18243, 1.84013, 0.47321]],
  "forces_ev_per_a": [[-0.116, 0.020, 0.003], [-0.278, 0.754, 0.183], [0.093, -0.067, 0.188], [0.275, -0.474, -0.400], [0.187, -0.356, -0.079], [0.315, -0.010, -0.545], [-0.112, 0.212, 0.091], [-0.038, -0.042, 0.098], [0.113, 0.041, -0.055], [-0.002, 0.110, -0.002], [0.555, -0.237, 0.204], [-0.365, -0.169, 0.026], [0.086, -0.040, -0.064], [0.107, 0.055, 0.042], [-0.446, 0.425, 0.343], [0.218, -0.149, -0.300], [-0.146, 0.041, 0.166], [-0.313, 0.137, 0.325], [-0.132, -0.250, -0.223]]
}

{
  "formula": "C4H8O2",
  "method": "the ωB97M-V functional and the def2-TZVPD basis",
  "e_tot_ev": -8370.447,
  "homo_ha": -0.36477,
  "smiles": "C[C@H]1OC[C@H]1O",
  "relative_energy_kj_mol": 273.5,
  "orbital_gap_ha": 0.3981,
  "charge": 0,
  "symbols": ["O", "H", "O", "H", "H", "H", "C", "H", "C", "H", "C", "C", "H", "H"],
  "coordinates": [[1.25297, 0.98300, 0.13484], [-1.81630, 0.18795, -0.03997], [-0.73513, -1.55601, 0.64376], [0.63575, 0.35948, -1.77550], [-1.20802, 1.85121, 0.06726], [0.90198, -0.01891, 1.94100], [0.26865, 0.44303, -0.73944], [-1.51310, -0.86815, 0.49515], [1.33250, -0.19397, 0.94798], [0.88792, -1.73145, -0.62785], [-1.12427, 0.99335, -0.60381], [0.40359, -1.02677, 0.06311], [-1.65151, 1.12071, -1.55076], [2.36498, -0.54347, 1.04423]],
  "forces_ev_per_a": [[0.002, 0.266, 0.017], [0.904, 2.173, -1.393], [-1.569, 1.204, -0.350], [-0.239, 0.286, 0.357], [0.212, 0.113, -0.398], [0.073, -0.071, -0.075], [-0.369, -2.160, 0.568], [2.266, -2.281, 0.686], [0.226, -0.192, 0.365], [-0.144, -0.070, 0.555], [-1.468, -1.342, 0.973], [-0.009, 1.740, -1.452], [0.194, 0.306, 0.117], [-0.078, 0.027, 0.029]]
}

{
  "formula": "C11H15Cl2FeHoO2",
  "method": "the ωB97M-V functional and the def2-TZVPD basis",
  "e_tot_ev": -100974.004,
  "homo_ha": [-0.08517, -0.16344],
  "multiplicity": 10,
  "orbital_gap_ha": [0.1493, 0.2277],
  "charge": -1,
  "symbols": ["H", "C", "C", "C", "H", "Ho", "C", "H", "C", "H", "H", "C", "H", "C", "Cl", "O", "C", "H", "O", "Fe", "H", "Cl", "H", "H", "H", "C", "H", "H", "H", "C", "H", "C"],
  "coordinates": [[-5.98612, -0.94603, 0.75741], [4.00544, -0.00950, 1.74442], [4.01653, -1.98431, 0.33757], [3.35056, -0.89228, 0.88412], [-4.33028, 2.23805, 1.80619], [-0.30962, -0.40150, -0.93077], [2.00010, -0.63250, 0.34793], [-0.76734, 2.11382, -2.23353], [0.10649, 1.45269, -2.15389], [-4.34216, -1.64555, 0.94295], [3.43536, 0.80850, 2.18298], [5.37452, -0.17741, 1.98600], [-4.75832, 0.67708, -2.65423], [-4.93891, -0.71913, 1.02997], [7.76161, -1.39278, 1.56702], [1.09793, 0.14938, 0.85040], [-5.19516, 1.16642, -1.76433], [0.46121, 1.25187, -3.17485], [1.71415, -1.25281, -0.75895], [-4.26450, 0.68453, -0.14992], [3.46810, -2.67533, -0.29900], [-0.90793, -2.09630, -2.60314], [-6.25506, 0.86166, -1.68710], [-4.55200, 3.12768, 0.11154], [5.91968, 0.49635, 2.64370], [-4.31019, 2.20013, 0.69069], [-4.91869, -0.34713, 2.06801], [5.91070, -2.97127, 0.06720], [-5.14432, 2.26446, -1.84884], [6.06972, -1.22447, 1.35184], [0.90463, 2.02476, -1.65474], [5.38385, -2.14908, 0.54334]],
  "forces_ev_per_a": [[0.339, 0.000, 0.098], [0.280, -0.252, -0.124], [0.709, -0.102, -0.117], [0.207, 0.318, 0.177], [-0.016, 0.583, -0.633], [-1.033, 0.362, 0.359], [-2.250, 0.201, -0.906], [0.059, -0.044, 0.025], [0.355, 0.554, -0.514], [-0.351, 0.104, 0.261], [0.243, -0.126, -0.092], [0.006, -0.345, -0.221], [-0.287, 0.325, 0.023], [-0.291, -1.294, 0.819], [0.465, -0.005, 0.120], [1.875, -1.184, -0.100], [-0.793, 0.081, -1.954], [-0.098, 0.011, 0.106], [0.702, 0.456, 1.265], [1.162, -2.258, -0.971], [0.175, 0.243, 0.104], [-0.212, -0.444, -0.291], [0.301, 0.108, -0.078], [0.249, -0.324, 0.960], [-0.146, -0.102, -0.174], [0.106, 3.179, 1.936], [0.004, -0.300, -0.189], [-0.006, 0.161, 0.166], [-0.062, -0.357, -0.284], [-1.537, 0.050, -0.164], [-0.105, 0.030, -0.023], [-0.051, 0.371, 0.414]]
}

{
  "formula": "C6H37NO11",
  "method": "the ωB97M-V functional and the def2-TZVPD basis",
  "e_tot_ev": -30822.511,
  "homo_ha": [-0.48530, -0.48473],
  "relative_energy_kj_mol": 391.4,
  "multiplicity": 2,
  "orbital_gap_ha": [0.3667, 0.1786],
  "charge": 1,
  "symbols": ["O", "O", "H", "H", "H", "O", "H", "C", "O", "O", "O", "C", "H", "C", "C", "H", "H", "H", "H", "H", "N", "H", "H", "H", "O", "H", "C", "O", "H", "H", "H", "H", "H", "H", "H", "O", "H", "H", "H", "H", "H", "H", "H", "H", "H", "O", "H", "H", "H", "H", "H", "H", "H", "O", "C"],
  "coordinates": [[-0.92252, 2.37560, 3.19451], [-1.69692, 2.55993, -2.25084], [-0.28204, -0.28215, -2.52327], [-1.98399, -1.45642, -1.32660], [-1.60802, -2.05825, 0.49421], [2.42952, -1.86081, 0.88603], [-3.11832, -1.54005, 1.31090], [1.40164, 1.81757, 1.00157], [-2.26690, -0.04051, -4.49175], [0.54931, -3.96786, 0.04772], [-0.01844, 0.64631, -2.61974], [2.70060, 1.22580, 1.26749], [-1.44891, -0.42853, -4.48747], [-1.27899, -0.32961, 1.64527], [-1.96462, -1.57141, 1.42388], [3.41417, 1.81517, 1.73525], [0.92750, 0.73369, -2.39226], [4.29592, -0.66004, -2.19051], [-1.02897, 3.24981, -2.37158], [1.43811, -1.33578, -1.73332], [0.19684, -0.26206, 1.26698], [3.35106, -0.29288, -0.93261], [3.43463, -1.66175, 0.71438], [-1.79269, 0.43139, 1.08854], [3.47792, -0.54845, -1.83668], [0.79036, 2.20428, 1.84958], [0.54802, 0.72530, 0.24575], [-3.09207, 2.61911, 0.09211], [2.22397, 3.79289, 0.54943], [2.01214, 2.86651, -0.78729], [-1.76383, -2.30263, 2.24921], [3.07238, 0.93689, 0.29142], [-2.18438, 2.25325, -0.09245], [0.69809, -1.67905, 4.20596], [-0.27673, 1.18004, -0.31870], [-2.90952, -1.21757, -1.27431], [1.21737, 0.28654, -0.57898], [-0.80186, 2.19862, 4.07704], [-1.32535, 0.11579, 2.77208], [-3.51813, 1.75494, -0.18801], [-2.33637, 0.62915, -3.95168], [1.34752, -3.90873, 0.50043], [0.32076, -2.25380, -1.05364], [-1.10905, 1.77165, -2.29140], [2.26949, -1.24895, 1.64873], [0.57810, -1.73501, -1.80296], [0.93152, -4.34892, -0.80328], [-0.24680, -2.70406, 3.99817], [2.65072, 0.41936, 2.04469], [-0.37726, 1.77548, 2.73573], [0.33577, -1.24200, 1.04887], [-3.12580, -0.88065, -2.16283], [0.55410, 3.66086, -0.04848], [0.65857, -2.51972, 4.28141], [1.48815, 3.05813, 0.12383]],
  "forces_ev_per_a": [[-1.438, 1.510, -2.418], [0.851, -0.215, 0.171], [0.674, -0.085, 0.127], [0.174, -0.162, -0.319], [-0.250, 0.112, 0.550], [2.828, 1.516, 0.394], [2.059, 0.571, 0.247], [-2.830, 2.001, -0.631], [-3.101, -4.642, -4.384], [-1.072, -0.794, -3.247], [0.653, 0.293, -0.281], [0.373, -1.884, 1.188], [3.133, -1.026, 0.065], [1.135, 4.117, 2.975], [-1.307, -4.065, 0.291], [1.220, 1.876, 0.513], [-0.731, -0.312, -0.587], [3.919, -0.233, -0.802], [-0.499, 0.272, -0.125], [0.930, -0.424, 0.348], [-4.570, -0.574, -2.647], [1.166, 0.036, 0.367], [-2.734, -0.959, 0.408], [0.091, 0.920, -0.220], [-5.264, 0.159, 0.411], [1.070, -0.656, -0.327], [1.941, -0.141, 0.036], [0.817, -3.154, -0.223], [-0.788, -0.598, 0.269], [-0.103, -0.468, -1.170], [-0.218, 0.385, -0.701], [0.544, -0.422, 0.226], [-0.856, 1.585, 0.022], [0.869, 9.268, -0.400], [-0.349, -0.290, 0.850], [-0.217, 0.583, -0.354], [-0.892, 0.259, 1.861], [0.386, -0.444, 3.472], [-0.144, -1.185, -2.255], [-0.343, 1.684, 0.395], [-0.098, 5.798, 4.332], [2.216, 0.471, 2.060], [0.595, -0.922, 0.944], [-0.502, 0.405, -0.298], [0.338, -1.105, -0.760], [-1.268, 0.325, -1.294], [-1.287, 0.473, 1.186], [0.161, -0.526, 0.257], [-0.060, 0.163, -1.017], [0.754, -0.899, -0.473], [1.670, -0.468, 0.082], [0.009, -0.261, 0.229], [0.703, -1.040, 0.166], [-1.045, -8.693, 0.150], [0.688, 1.864, 0.339]]
}